[1]
Here is one molecule with the formula C22H23FN4O from the OMol25 dataset. Energies are from ωB97M-V with the def2-TZVPD basis set.

Computed properties:
Charge: 0
Gap between HOMO and LUMO in eV: 8.66
Structure (SMILES): Cc1ccc(-n2cc(CN3CCNC(=O)CC3)c(-c3ccc(F)cc3)n2)cc1
Energy above the lowest of the compared OMol25 structures with the same formula, charge and spin in eV: 0.000
Max |F| in eV Å⁻¹: 0.97

Geometry (Å):
F: -4.05713 -0.67151 -5.65068
O: 1.85479 5.39024 3.25758
N: 0.03354 -1.66898 -0.96952
N: 0.72485 -1.44510 0.14276
N: -0.21936 4.57255 3.43641
N: -0.54732 2.38787 1.17877
C: 3.22703 -4.45211 1.65343
C: -3.22882 -0.63302 -4.58347
C: -0.39663 0.41433 -0.23560
C: 1.47118 3.18117 2.39034
C: 3.20991 -3.19272 2.23837
C: 0.76941 2.98850 1.04175
C: -0.97952 1.78265 -0.07234
C: -1.51972 3.30517 1.73746
C: -2.02326 0.62964 -2.96227
C: -1.24037 3.57753 3.22140
C: 4.13095 -5.52989 2.16680
C: 0.48395 -0.19958 0.62167
C: 2.39870 -4.68230 0.55970
C: 1.07616 4.47969 3.06388
C: -2.86565 0.59229 -4.05827
C: -1.92453 -1.76864 -2.95264
C: -2.76393 -1.82039 -4.04577
C: -1.54416 -0.54701 -2.38975
C: 1.56670 -2.43121 0.66423
C: 2.39346 -2.18715 1.75551
C: 1.57743 -3.68977 0.06750
C: -0.65813 -0.56754 -1.23350
H: 2.41194 -1.21918 2.23052
H: 2.39814 -5.65464 0.08916
H: 3.84772 -2.99083 3.08673
H: 0.91409 0.16701 1.52816
H: -2.15469 3.93502 3.69662
H: -0.95372 2.63198 3.69384
H: 2.54969 3.21937 2.23411
H: -2.50418 2.83764 1.66316
H: 1.23708 2.33888 3.04301
H: -1.54943 4.26756 1.19475
H: 4.42529 -5.33523 3.19507
H: -0.49061 5.45861 3.83641
H: 0.93534 -3.86280 -0.78068
H: -2.07040 1.69210 -0.06892
H: -0.70286 2.41970 -0.93135
H: -3.23822 1.49952 -4.50771
H: 3.64251 -6.50051 2.11582
H: -3.06269 -2.76017 -4.48287
H: 5.03465 -5.57835 1.55838
H: 1.37323 2.31409 0.43134
H: -1.54431 -2.67574 -2.51166
H: -1.72817 1.58777 -2.56946
H: 0.71768 3.95946 0.51636

---

[2]
Here is one molecule with the formula C22H23FN6O2 from the OMol25 dataset. Energies are from ωB97M-V with the def2-TZVPD basis set.

Computed properties:
Charge: 0
Gap between HOMO and LUMO in eV: 9.33
Structure (SMILES): Cc1ccc(C(=O)N2CCC(n3nccc3NC(=O)Nc3cccc(F)c3)CC2)cn1
Energy above the lowest of the compared OMol25 structures with the same formula, charge and spin in eV: 0.123
Max |F| in eV Å⁻¹: 0.89

Geometry (Å):
F: -1.78436 0.42989 -4.29175
O: 1.27768 3.58016 0.26102
O: 2.93888 -2.48650 -0.22897
N: 2.75714 -4.18819 4.02246
N: 0.79432 -2.62497 0.46013
N: -0.29208 1.97647 0.02768
N: -0.25356 3.87100 -1.36964
N: -2.10995 0.39717 -0.11259
N: -3.44206 0.37469 -0.20225
C: -0.85556 -1.09759 1.40445
C: -1.85269 1.71132 -3.87393
C: -0.99697 2.11374 -2.86901
C: 2.13528 -2.60963 0.67651
C: 2.30645 -3.95932 2.80443
C: -1.95565 4.31290 -3.01483
C: -2.75953 2.57035 -4.46525
C: -0.22025 -2.49073 1.47671
C: -1.64735 1.67301 -0.07130
C: -2.78829 3.88504 -4.03166
C: 3.43350 -1.86693 2.68205
C: 0.29692 -2.43899 -0.88724
C: -0.31845 -1.04849 -1.04778
C: 0.30095 3.17114 -0.32782
C: 2.59122 -2.80191 2.08489
C: -1.07020 3.42428 -2.40854
C: 3.90623 -2.10788 3.95717
C: 4.01206 -3.59666 5.98790
C: -2.75022 2.50237 -0.14646
C: -1.42101 -0.86764 -0.00250
C: -3.83851 1.62848 -0.23337
C: 3.53659 -3.28648 4.60467
H: 1.69332 -4.74325 2.37729
H: -1.99318 5.33781 -2.67759
H: 3.72174 -2.80489 6.67633
H: -3.41158 2.21519 -5.24591
H: -0.45438 -3.20847 -1.09314
H: 0.08696 4.82056 -1.43660
H: 3.58301 -4.53797 6.31741
H: 0.21493 -2.64997 2.46334
H: -0.28011 1.42004 -2.46491
H: -0.99027 -3.25217 1.30706
H: 4.55671 -1.40050 4.44859
H: -0.09065 -0.35405 1.63832
H: 3.70700 -0.97028 2.14501
H: -0.73367 -0.94852 -2.05088
H: 1.13964 -2.56472 -1.56892
H: -4.87985 1.86766 -0.30912
H: 0.46394 -0.30059 -0.90933
H: 5.09799 -3.67402 6.00252
H: -2.76505 3.57170 -0.13308
H: -3.47549 4.58123 -4.48682
H: 0.22385 1.50685 0.76145
H: -2.20748 -1.61004 -0.18470
H: -1.65289 -1.01475 2.14412

---

[3]
Here is C22H23I2N3OPdSi as an isolated structure from the OMol25 dataset. Energies are from ωB97M-V with the def2-TZVPD basis set.

Computed properties:
Charge: -2
Gap between HOMO and LUMO in eV: 5.07
Max |F| in eV Å⁻¹: 0.86

Geometry (Å):
I: -1.47585 2.46011 -0.43740
I: -3.33248 5.51822 0.10349
Pd: -0.03024 0.24270 -0.32255
Si: -0.04295 0.20085 -2.61061
O: -1.55442 -1.35489 0.18659
N: -0.03316 0.00174 1.75252
N: 1.99748 0.81034 0.27775
N: -1.02781 -0.68110 2.33737
C: -2.94589 -2.74848 -3.20147
C: -3.39074 -1.94810 3.25900
C: -3.10793 -1.81591 1.90272
C: -4.05114 -2.23049 0.96669
C: -1.81765 -1.23994 1.40782
C: 0.09498 1.74006 -3.70260
C: 4.05404 2.01409 0.02086
C: -3.67281 -0.85123 -4.47782
C: 0.99353 0.42806 2.42552
C: -5.53546 -2.90982 2.73554
C: -2.55066 -0.14518 -4.05647
C: 3.12841 1.70338 2.19508
C: 2.95416 1.35423 -0.48179
C: -5.25966 -2.77177 1.38090
C: 1.33931 -0.90069 -3.35754
C: -4.59638 -2.49651 3.67268
C: -1.59215 -0.72652 -3.22481
C: 1.09604 0.31028 3.91712
C: -3.87255 -2.15759 -4.05372
C: 4.14611 2.17774 1.40290
C: 2.05010 1.00760 1.62435
C: -1.82189 -2.03993 -2.79959
H: -6.48192 -3.32571 3.06155
H: -3.81548 -2.10662 -0.08283
H: 2.34006 -0.53194 -3.10869
H: -5.99371 -3.08010 0.64586
H: -4.81250 -2.59615 4.73024
H: -4.39663 -0.38083 -5.13393
H: 1.99584 -0.23273 4.22069
H: 0.99767 2.30034 -3.43927
H: 1.26448 -1.93136 -3.00008
H: -2.42287 0.88273 -4.37684
H: 4.82455 2.37589 -0.64607
H: -3.10778 -3.76054 -2.84639
H: -4.75200 -2.70760 -4.36996
H: -1.11886 -2.50876 -2.12003
H: 3.14472 1.85470 3.26624
H: 1.24034 -0.90891 -4.44688
H: 1.12047 1.30132 4.38008
H: 0.16448 1.46294 -4.76081
H: 2.82816 1.22571 -1.55018
H: -2.65531 -1.60901 3.97574
H: 4.99880 2.68258 1.84060
H: 0.21874 -0.21737 4.28137
H: -0.75123 2.41328 -3.56224

---

[4]
Here is one molecule with the formula C22H23N3O3 at a distorted geometry from the OMol25 dataset. Energies are from ωB97M-V with the def2-TZVPD basis set.

Computed properties:
Charge: 0
Gap between HOMO and LUMO in eV: 8.38
Structure (SMILES): COc1ccc(-c2nn(CC(=O)N3CCCCC3)c(=O)c3ccccc23)cc1
Energy above the lowest of the compared OMol25 structures with the same formula, charge and spin in eV: 2.351
Max |F| in eV Å⁻¹: 1.04

Geometry (Å):
O: 1.34502 0.63120 -5.23256
O: -2.07010 3.14103 1.38187
O: -1.98716 -1.46246 3.50635
N: -1.38416 -0.01734 0.38159
N: -0.28800 2.20100 2.38047
N: -1.82442 -0.22464 1.61785
C: -0.29765 -0.56817 -1.61274
C: 0.75092 0.29098 -4.05875
C: -2.39830 0.94470 2.25703
C: -1.56878 2.19884 1.96337
C: 0.59685 3.25750 1.93086
C: -0.40623 -3.43214 -0.56976
C: -0.98781 0.34474 -2.40272
C: 2.44865 1.58458 1.75642
C: 0.39989 1.17702 3.13222
C: 1.48351 0.52028 2.27251
C: -1.18716 -2.52102 1.52611
C: 0.68952 1.54275 -6.08166
C: -0.38155 -4.68597 -0.00286
C: -0.84591 -0.96824 -0.31165
C: 1.46259 -0.60127 -3.25333
C: -0.73530 -4.87115 1.33291
C: -1.14674 -3.79815 2.08900
C: -1.69106 -1.40308 2.32304
C: -0.47974 0.76784 -3.61606
C: -0.78233 -2.32014 0.19389
C: 1.66974 2.66870 1.01565
C: 0.94734 -1.02327 -2.04831
H: -0.70267 -5.85988 1.76507
H: 2.34109 3.46113 0.68284
H: 2.42591 -0.94382 -3.59684
H: -1.93547 0.72333 -2.05350
H: -1.45721 -3.91025 3.11662
H: 1.34386 1.66465 -6.94333
H: -2.48108 0.73709 3.32654
H: 2.98349 2.03043 2.59878
H: 1.06155 3.73027 2.80345
H: -0.08980 -5.53731 -0.60025
H: -3.39661 1.12998 1.84874
H: -0.15616 -3.30026 -1.61121
H: 0.87836 1.66274 3.99306
H: 1.52989 -1.68542 -1.42441
H: -0.29357 0.43330 3.51840
H: 1.02141 0.01617 1.42221
H: -0.27880 1.15620 -6.41517
H: 0.54681 2.51304 -5.59578
H: 3.18567 1.13030 1.09198
H: -1.04813 1.47037 -4.20441
H: -0.00875 3.99509 1.40299
H: 2.01324 -0.22675 2.86571
H: 1.18535 2.23547 0.13780

---

| no. | LUMO energy (eV) | electronic energy (Eh) |
| --- | --- | --- |
| 1 | 0.641 | -1246.28406 |
| 2 | 0.573 | -1431.07966 |
| 3 | 4.474 | -2104.54077 |
| 4 | 0.176 | -1242.15648 |